# 1
The following is a quantum chemistry calculation of a cluster of 5 separate species, C42H31F17O20 in total, from the Open Molecules 2025 dataset.

XYZ file:
```
110
Properties=species:S:1:pos:R:3:mulliken_charge:R:1
C 3.09084 1.67735 2.77222 -1.0315
C 1.54753 1.13721 2.94449 -0.0144
C 1.37362 -0.48950 2.90008 -0.4603
C 0.68846 -1.05484 1.48204 -0.0968
C 0.13025 -2.58473 1.50207 0.6171
F 1.34125 -3.45368 1.76782 -0.3584
F -0.38674 -3.07980 0.17668 -0.3301
C -0.95594 -2.99560 2.62278 0.2902
F -0.20847 -3.15010 3.92864 -0.2880
F -1.37909 -4.41220 2.30077 -0.2903
C -2.19366 -1.98512 2.92811 0.7282
F -1.73914 -0.64585 3.46274 -0.2146
F -2.89138 -2.59740 4.12772 -0.3261
C -3.35970 -1.88213 1.78894 0.4876
F -2.90338 -1.60594 0.41192 -0.2180
F -4.00082 -3.25188 1.72797 -0.3185
C -4.59734 -0.86295 2.11425 0.6182
F -5.33849 -1.16269 3.37623 -0.2683
F -5.60508 -1.08889 1.00991 -0.2971
C -4.24818 0.72903 2.13078 0.5075
F -4.08960 1.10743 3.58568 -0.2967
F -2.98332 1.12275 1.47371 -0.1183
C -5.49915 1.70252 1.59596 0.4611
F -6.82034 1.29783 2.20862 -0.2939
F -5.59934 1.70112 0.08813 -0.2646
C -5.30451 3.28721 2.01487 0.5926
F -3.99750 3.87035 1.63871 -0.2016
F -6.33446 4.03918 1.20369 -0.2539
F -5.68868 3.56745 3.44917 -0.2443
O -0.34697 -0.14952 0.87893 0.1941
C -0.13541 0.44097 -0.45172 0.2060
O -1.00026 0.68747 -1.43896 -0.6041
C 1.51647 0.68415 -0.41338 -0.6873
C 1.94663 -0.69136 0.43732 0.2721
C 2.28989 -1.71120 -0.78829 -0.3401
C 3.85551 -1.60384 -1.34726 -0.0490
O 4.07004 -0.45536 -2.24160 -0.3904
C 3.86331 -0.79952 -3.65711 0.2679
O 4.28990 -0.00635 -4.67051 -0.5386
H 3.16368 2.67818 3.41892 0.2942
H 3.32446 2.02955 1.65602 0.1568
H 3.89603 0.94292 3.20180 0.2573
H 1.19979 1.48909 4.03109 0.2907
H 0.88616 1.73722 2.18938 -0.0161
H 2.43029 -1.01884 2.97018 0.4342
H 0.78072 -0.80132 3.85635 0.4076
H 1.89250 0.78747 -1.51688 0.2402
H 1.69091 1.69710 0.15624 0.2634
H 2.99640 -0.45862 0.93495 0.4799
H 2.03609 -2.83696 -0.60997 0.1379
H 1.61853 -1.36797 -1.71393 0.1638
H 4.11095 -2.57755 -1.98677 -0.0342
H 4.54822 -1.52262 -0.40769 0.3157
H 3.30346 -1.81761 -3.91718 0.3104
O 7.60020 0.27020 -3.72916 -0.6102
C 8.03428 -0.01798 -4.83891 1.0503
C 7.20070 -0.66431 -5.86457 -0.6634
C 7.70892 -0.98006 -7.05732 0.3308
O 6.93039 -1.58516 -8.02683 -0.5758
C 9.13118 -0.69491 -7.39195 0.7871
O 9.57463 -1.01355 -8.49012 -0.6194
C 9.95838 -0.02686 -6.37541 -0.8911
C 9.44939 0.29211 -5.18381 0.2938
O 10.22005 0.92252 -4.22423 -0.5776
H 6.16918 -0.86789 -5.60714 0.3337
H 7.52570 -1.71246 -8.79747 0.3468
H 10.98588 0.19066 -6.63857 0.4101
H 9.62640 1.04430 -3.45156 0.3550
O 4.67199 -9.58792 -1.94084 -0.5960
C 4.40724 -8.39111 -1.96474 0.7746
C 4.99154 -7.47738 -2.95886 -0.7721
C 4.69525 -6.17633 -2.94689 0.1275
O 5.23869 -5.31245 -3.87993 -0.5799
C 3.77031 -5.60317 -1.93097 0.8552
O 3.53154 -4.40020 -1.93396 -0.4195
C 3.16713 -6.52047 -0.95188 -0.9953
C 3.46060 -7.82216 -0.96584 0.4209
O 2.89553 -8.69093 -0.05038 -0.5650
H 5.66405 -7.90703 -3.69021 0.4342
H 4.87273 -4.42786 -3.66065 0.2818
H 2.48249 -6.09319 -0.23006 0.5985
H 3.26618 -9.57436 -0.26594 0.3443
O -9.53966 4.57628 1.20252 -0.6110
C -9.88997 3.88589 0.25192 0.8491
C -9.28830 2.57299 -0.02895 -0.6764
C -9.68097 1.85379 -1.08213 0.2328
O -9.12166 0.61791 -1.35042 -0.5348
C -10.73417 2.35142 -2.00909 0.8015
O -11.06104 1.67592 -2.97915 -0.6183
C -11.35298 3.65313 -1.71493 -0.9193
C -10.96287 4.37094 -0.65981 0.4041
O -11.54171 5.59414 -0.37543 -0.5675
H -8.52222 2.22440 0.65175 0.5105
H -9.57109 0.29913 -2.16337 0.3503
H -12.13005 3.99469 -2.38709 0.4097
H -11.08805 5.91554 0.43399 0.3542
O 1.32398 4.12100 3.89422 -0.5201
C 0.27450 4.67274 4.20597 0.7968
C -1.01371 3.96209 4.21488 -0.5676
C -2.14071 4.59665 4.54327 0.0373
O -3.35444 3.93416 4.55634 -0.4570
C -2.13747 6.04004 4.90761 0.9085
O -3.19199 6.60049 5.18699 -0.6142
C -0.84638 6.74485 4.92222 -0.9218
C 0.28124 6.10958 4.59722 0.1805
O 1.49888 6.76478 4.61121 -0.5979
H -1.00187 2.91367 3.94577 0.6322
H -4.01662 4.60815 4.82423 0.3256
H -0.85626 7.78960 5.20636 0.4326
H 2.16009 6.09234 4.33750 0.3517
```

Properties
- HOMO-LUMO gap (Eh) = 0.277
- 2S+1 = 1
- SMILES = CCC[C@@]1(C(F)(F)C(F)(F)C(F)(F)C(F)(F)C(F)(F)C(F)(F)C(F)(F)C(F)(F)F)OC(=O)C[C@@H]1CCOC=O.O=C1C=C(O)C(=O)C=C1O.O=C1C=C(O)C(=O)C=C1O.O=C1C=C(O)C(=O)C=C1O.O=C1C=C(O)C(=O)C=C1O
- LUMO level (eV) = -2.19

# 2
The following is a quantum chemistry calculation of a structure of composition C42H32Br2N3O2OsP, from the Open Molecules 2025 dataset.

XYZ file:
```
83
Properties=species:S:1:pos:R:3:mulliken_charge:R:1
Os 0.64302 -0.03479 0.80236 1.3612
O -4.16383 1.45189 5.02402 -0.5258
C -3.21897 1.14507 4.13873 0.9689
C -2.50261 2.07894 3.39169 -1.5272
C -1.54144 1.62311 2.52364 -0.5493
N -1.21318 0.32896 2.32863 0.1532
C -1.96132 -0.54057 3.02386 0.1620
Br -1.71647 -2.39498 2.74827 0.0143
C -2.94660 -0.20180 3.92591 -0.8266
H -4.27253 2.40646 5.12260 0.3266
H -2.68568 3.14200 3.47968 0.3932
H -1.00800 2.33945 1.92116 0.3778
H -3.49920 -0.96019 4.45989 0.4903
O 3.07633 -1.05344 -0.45362 -0.6998
C 2.15060 -0.26877 -0.56964 -0.1255
C 2.15967 0.58903 -1.82784 -0.1015
C 3.17500 0.49520 -2.77370 -0.5483
C 3.14426 1.31789 -3.88830 -0.6964
C 2.11384 2.24072 -4.06595 -0.6893
C 1.09792 2.34103 -3.13005 -0.5887
C 1.13095 1.50524 -2.01732 0.0884
P -0.08227 1.40179 -0.69637 2.5132
C -1.45416 0.44429 -1.51202 0.1091
C -1.71656 -0.85830 -0.86494 -0.0383
C -2.73671 -1.72306 -1.47279 -0.7263
C -3.50982 -1.25606 -2.49805 -1.0517
C -3.23861 0.00021 -3.05025 -0.6748
C -2.23333 0.84869 -2.55619 -0.0030
C -0.77306 3.06512 -0.49732 0.1999
C -2.13411 3.33686 -0.37321 -0.6053
C -2.56462 4.62762 -0.10092 -0.8880
C -1.63971 5.64963 0.06225 -0.6051
C -0.28066 5.38311 -0.04499 -0.8846
C 0.15300 4.09629 -0.32307 -0.6254
H 3.97609 -0.21441 -2.61501 0.6058
H 3.93358 1.25402 -4.62568 0.4509
H 2.11424 2.88778 -4.93294 0.4686
H 0.31044 3.07544 -3.25317 0.4759
H -2.33639 -0.48191 0.00363 -0.0503
H -2.95147 -2.67270 -1.00229 0.8011
H -4.31183 -1.86003 -2.89875 0.5462
H -3.84012 0.34066 -3.88535 0.4965
H -2.08298 1.81871 -3.01345 0.5654
H -2.86978 2.54814 -0.47873 0.4142
H -3.62311 4.83586 -0.01838 0.4970
H -1.97785 6.65580 0.27075 0.4423
H 0.44107 6.17899 0.08095 0.4943
H 1.21513 3.89407 -0.41367 0.5396
N -0.51224 -1.39946 -0.23602 0.1370
C -0.08851 -2.61182 -0.41794 1.8645
C -0.63983 -3.50985 -1.45735 -1.2151
C -0.56020 -3.10971 -2.79113 0.2868
C -1.06798 -3.93039 -3.78950 -0.9923
C -1.65920 -5.13984 -3.45597 -0.5443
C -1.72500 -5.54531 -2.12628 -0.9801
C -1.20182 -4.74135 -1.12685 0.0810
C 1.04720 -3.06108 0.39154 1.4347
C 1.81143 -4.15468 -0.01447 -1.2345
C 2.92652 -4.54332 0.71080 -0.9977
C 3.28986 -3.85571 1.85824 -0.7727
C 2.54264 -2.76234 2.27939 -0.4091
C 1.44410 -2.36451 1.54505 -0.1346
H -0.06991 -2.17460 -3.04460 0.5842
H -0.98599 -3.63280 -4.82631 0.4969
H -2.05290 -5.78097 -4.23308 0.4558
H -2.17314 -6.49650 -1.87275 0.4444
H -1.23348 -5.06135 -0.09214 0.5002
H 1.55278 -4.68768 -0.91944 0.4827
H 3.51343 -5.38786 0.37715 0.4625
H 4.15183 -4.17293 2.42972 0.4579
H 2.81137 -2.23208 3.18362 0.6468
H 0.78870 -1.61671 2.04443 -0.0438
Br 2.14882 4.52820 4.23457 -0.1510
C 2.67490 2.92335 3.41078 -0.6355
C 3.94962 2.40978 3.57500 -0.1367
C 4.25200 1.23105 2.91574 -1.3214
C 3.29316 0.61336 2.13473 -0.0369
N 2.05204 1.10946 1.98515 -0.0246
C 1.76354 2.25401 2.61771 0.6365
H 4.67959 2.91898 4.18898 0.4913
H 5.23438 0.78778 2.99527 0.4963
H 3.51342 -0.29778 1.59584 0.6391
H 0.78072 2.66760 2.47606 0.1068
```

Properties
- HOMO-LUMO gap (Eh) = 0.190
- 2S+1 = 1
- charge = +2
- LUMO level (eV) = -7.65

# 3
The following is a quantum chemistry calculation of a cluster of 4 separate species, C42H32BrClF9IN2O9S2 in total, from the Open Molecules 2025 dataset.

XYZ file:
```
99
Properties=species:S:1:pos:R:3:mulliken_charge:R:1
C -0.65545 -5.35747 1.95680 -1.3106
C -0.18259 -3.98464 1.30206 0.9460
C -1.39115 -2.98884 1.38009 -0.7007
N -1.31536 -1.86678 0.35775 -0.1486
C -0.64252 -0.78499 1.01866 -0.7559
C 0.80767 -0.86950 1.23852 -0.5747
C 1.50794 0.20961 1.90893 0.3395
C 0.78333 1.40058 2.37753 -0.8948
C -0.62870 1.47627 2.11161 -0.1671
C -1.39298 0.40548 1.43051 0.2208
S -3.14904 0.68859 1.24273 1.6089
O -3.62118 1.87633 1.96203 -0.6909
O -3.82548 -0.45309 1.88351 -0.6855
C -3.78310 0.72442 -0.50521 0.5947
F -4.93850 1.46307 -0.49757 -0.3118
F -4.20440 -0.57534 -0.78946 -0.1396
C -2.78432 1.10633 -1.65999 0.5504
F -3.44069 0.72448 -2.83635 -0.3239
F -1.66063 0.30782 -1.64957 -0.0736
C -2.44715 2.63170 -1.87453 0.5102
F -3.52956 3.45971 -1.90488 -0.2569
F -1.88364 2.70982 -3.14379 -0.2840
C -1.38190 3.27982 -0.90863 0.6311
F -0.23371 2.57118 -0.77534 -0.1873
F -1.00403 4.46783 -1.51501 -0.3021
F -1.90610 3.67136 0.29294 -0.1816
N 1.38034 2.52277 3.09685 -0.0931
C 2.66405 2.91575 2.52953 -0.0150
C 2.91504 4.36428 2.45304 0.7220
C 1.90789 5.44056 2.93169 -1.4307
C 0.61449 5.55427 2.03102 0.3714
C 0.87324 6.58706 0.83850 -0.8502
I -0.98783 6.46345 3.23876 0.0251
C 4.18717 4.80776 1.89562 -0.8667
C 5.20871 3.88879 1.41782 0.3546
Cl 6.69983 4.56445 0.71709 -0.2213
C 4.96288 2.46180 1.53294 0.0299
C 6.03364 1.42769 1.04792 -1.1550
C 5.73956 1.13473 -0.49202 0.6385
O 6.18335 0.13833 -0.95592 -0.4732
Br 4.68400 2.36704 -1.62532 -0.1641
C 3.70487 1.97020 2.07830 0.4875
S 3.30529 0.18697 2.23280 -0.4496
H -1.64533 -5.60658 1.49344 0.3959
H 0.10469 -6.17288 1.81011 0.3439
H -0.73018 -5.21881 3.07265 0.2919
H 0.09554 -4.09776 0.21741 0.3602
H 0.71850 -3.65948 1.90041 -0.7606
H -1.45579 -2.51277 2.39775 0.3070
H -2.39317 -3.47542 1.21000 0.4867
H -2.28814 -1.62627 0.16119 0.2621
H 1.34083 -1.77967 0.89534 0.7788
H -1.18899 2.38116 2.46266 0.4897
H 1.60760 2.13274 4.02491 0.3893
H 2.43377 6.43620 2.85103 0.4681
H 1.62957 5.35258 4.01856 0.5428
H 0.24216 4.56828 1.66284 -0.2774
H 0.42681 7.57205 1.13926 0.3666
H 1.97144 6.69545 0.64964 0.2613
H 0.40531 6.25724 -0.12510 0.1380
H 4.37262 5.90314 1.82085 0.3100
H 7.07074 1.84408 1.13681 0.4289
H 5.91091 0.48595 1.64668 0.2845
O 5.88093 -6.66690 4.33663 -0.5449
C 5.00240 -5.88583 4.03879 0.3337
C 4.72294 -5.54475 2.62452 -0.4381
C 3.75935 -4.68519 2.29924 -0.2803
C 2.92669 -4.03626 3.33602 0.4002
O 2.04419 -3.25175 3.03687 -0.5763
C 3.20440 -4.37591 4.74868 -0.3944
C 4.16775 -5.23525 5.07542 -0.3918
H 5.34124 -6.02932 1.87944 0.4259
H 3.54130 -4.42331 1.27111 0.4903
H 2.58531 -3.89068 5.49290 0.4421
H 4.38507 -5.49646 6.10334 0.4168
O 2.89561 -1.20447 -3.73904 -0.5351
C 1.96312 -1.04636 -4.49991 0.2062
C 2.15994 -1.04291 -5.96780 -0.4129
C 1.13634 -0.86730 -6.80150 -0.3920
C -0.24227 -0.66964 -6.29693 0.1652
O -1.17487 -0.51163 -7.05755 -0.5468
C -0.43886 -0.67312 -4.82913 -0.2585
C 0.58498 -0.84874 -3.99570 -0.2630
H 3.17353 -1.18944 -6.31933 0.4219
H 1.26138 -0.86110 -7.87693 0.4121
H -1.45266 -0.52652 -4.47717 0.5512
H 0.45972 -0.85484 -2.91978 0.6208
O -6.27653 -3.90883 -3.16241 -0.5521
C -6.82605 -2.83353 -3.28920 0.1168
C -8.06489 -2.69255 -4.08841 -0.4150
C -8.66552 -1.51240 -4.22861 -0.4200
C -8.12160 -0.29132 -3.59036 0.1093
O -8.67091 0.78360 -3.71716 -0.5400
C -6.88293 -0.43276 -2.79137 -0.1497
C -6.28235 -1.61286 -2.65117 -0.1623
H -8.44897 -3.59501 -4.54721 0.4125
H -9.57102 -1.39008 -4.80939 0.4149
H -6.49879 0.46965 -2.33254 0.4975
H -5.38017 -1.73513 -2.07280 0.6459
```

Properties
- HOMO-LUMO gap (Eh) = 0.258
- 2S+1 = 1
- SMILES = CCCNc1cc2c(cc1S(=O)(=O)C(F)(F)C(F)(F)C(F)(F)C(F)(F)F)Nc1c(C[C@H](C)I)cc(Cl)c(CC(=O)Br)c1S2.O=C1C=CC(=O)C=C1.O=C1C=CC(=O)C=C1.O=C1C=CC(=O)C=C1
- LUMO level (eV) = -2.04